{"formula": "C13H8CuN4O6S2", "method": "ωB97M-V with the def2-TZVPD basis set", "species": ["Cu", "S", "C", "S", "C", "C", "N", "C", "N", "N", "C", "C", "O", "O", "H", "H", "H", "H", "O", "C", "C", "C", "C", "C", "C", "C", "O", "N", "O", "O", "H", "H", "H", "H"], "positions_angstrom": [[-10.533571, -11.930283, -7.796783], [-10.269577, -14.366861, -7.647198], [-11.977022, -14.184388, -7.570051], [-12.608117, -12.671387, -7.690946], [-12.801609, -15.259990, -7.185982], [-14.205900, -15.184824, -7.020363], [-15.369067, -15.225825, -6.866280], [-12.208264, -16.502562, -7.045294], [-11.799074, -17.591179, -6.966608], [-9.864022, -8.299765, -7.922215], [-11.286344, -8.363275, -7.801685], [-11.892235, -9.529945, -8.652468], [-13.063688, -9.498076, -9.024616], [-11.026483, -10.471786, -9.028967], [-9.449490, -7.504255, -7.395841], [-9.372670, -9.198491, -7.721974], [-11.715470, -7.440967, -8.281084], [-11.766223, -8.356578, -6.799116], [-10.409666, -11.363363, -5.744022], [-9.346468, -11.302143, -5.094827], [-8.061135, -11.711641, -5.530421], [-7.009447, -11.872026, -4.621349], [-5.846537, -12.451345, -5.053769], [-5.593607, -12.645469, -6.439504], [-6.516909, -12.203248, -7.365746], [-7.820573, -11.852921, -6.939400], [-8.679212, -11.549966, -7.836339], [-4.908105, -12.929278, -4.078855], [-5.283509, -13.076744, -2.903742], [-3.783536, -13.324288, -4.489996], [-9.479502, -11.094809, -4.009759], [-7.102212, -11.616542, -3.551907], [-4.617792, -13.041217, -6.630402], [-6.243822, -12.166603, -8.379280]], "forces_ev_per_a": [[-0.5, -0.5, -0.7], [0.1, 0.4, -0.3], [-0.2, -1.6, 1.4], [-1.2, 1.5, -0.5], [0.1, 0.8, -0.5], [-1.9, -0.2, 0.3], [1.9, 0.2, -0.2], [0.4, -2.6, 0.1], [-0.2, 0.9, 0.1], [1.7, 0.1, 0.8], [-1.8, 0.6, -1.0], [1.2, -1.5, -1.2], [0.5, 0.4, 0.6], [-1.2, 2.0, 0.9], [-0.4, -1.1, -0.4], [-0.7, 1.0, -0.2], [0.3, -0.7, 0.3], [0.5, -0.4, -0.1], [1.7, 0.8, 1.4], [-2.9, -0.7, 0.3], [1.1, 0.5, -0.3], [-0.9, -0.2, 0.6], [0.2, -0.1, -0.2], [-0.6, 1.0, 0.5], [1.5, -1.0, 2.0], [-0.9, 0.9, -1.2], [1.7, 0.0, 0.6], [1.0, -1.5, 0.1], [0.7, 0.6, -1.2], [-1.6, 0.9, 0.9], [0.4, 0.3, -0.2], [-0.2, -0.3, -0.7], [0.3, -0.1, -0.7], [-0.1, -0.2, -1.2]], "lowdin_spin": [0.6046, 0.1166, 0.0153, 0.1440, 0.0045, 0.0053, 0.0028, 0.0041, 0.0043, -0.0002, -0.0003, 0.0050, 0.0105, 0.0426, 0.0000, -0.0002, -0.0001, 0.0000, 0.0070, -0.0006, 0.0004, -0.0006, 0.0004, 0.0010, 0.0021, 0.0053, 0.0246, 0.0002, 0.0004, 0.0003, 0.0005, 0.0000, 0.0001, 0.0001], "charge": -2, "multiplicity": 2, "e_tot_ev": -98165.74003, "s_squared": 0.7552, "orbital_gap_ha": [0.207, 0.209], "lumo_energy_ev": [3.685, 3.682], "homo_ev": [-1.96, -2.01], "fmax_ev_per_a": 3.03}